No. 1
12
Properties=species:S:1:pos:R:3:mulliken_charge:R:1 method="wB97M-V/def2-TZVPD" total_charge=0 lumo_energy_ev=0.09 largest_force_ev_per_a=1.2 spin_multiplicity=1 smiles="CC1=C(C#N)N1.[H][H]" homo_ev=-8.924
C 0.94 1.21 -0.41 -0.9768
C -0.02 0.18 0.00 0.0397
C -0.27 -1.07 0.20 0.5545
C 0.31 -2.30 -0.05 0.1932
N 0.87 -3.27 -0.34 -0.4191
N -1.41 -0.18 -0.29 -0.4892
H 1.02 1.05 -1.49 0.2811
H 0.59 2.23 -0.23 0.2822
H 1.93 1.06 0.04 0.2907
H -1.50 -0.26 -1.31 0.2088
H -1.17 1.04 1.93 0.0415
H -1.31 0.31 1.95 -0.0064


No. 2
20
Properties=species:S:1:pos:R:3:mulliken_charge:R:1 method="wB97M-V/def2-TZVPD" total_charge=0 lumo_energy_ev=0.54 largest_force_ev_per_a=5.1 spin_multiplicity=1 smiles="C=C[C@@](O)(C#N)C(C)C" homo_ev=-10.602
C -0.27 -1.92 1.59 -0.6465
C 0.46 -0.91 1.15 -0.5625
C -0.28 0.28 0.69 0.5896
O -1.63 0.38 0.95 -0.5804
C 0.41 1.60 1.61 -0.0029
N 0.97 2.37 2.25 -0.4900
C -0.10 0.77 -0.78 0.5607
C -0.91 -0.11 -1.70 -1.5006
C 1.38 0.62 -1.17 -1.5695
H 0.07 -2.99 1.97 0.2500
H -1.36 -1.86 1.45 0.2691
H 1.44 -0.84 0.85 0.5824
H -1.77 0.10 1.87 0.4187
H -0.30 1.86 -0.84 0.4185
H -0.58 -1.06 -1.64 0.4597
H -0.66 0.13 -2.78 0.4018
H -2.06 0.01 -1.60 0.2792
H 1.73 -0.46 -1.15 0.3595
H 1.93 1.25 -0.42 0.3479
H 1.55 0.78 -2.28 0.4153


No. 3
15
Properties=species:S:1:pos:R:3:mulliken_charge:R:1 method="wB97M-V/def2-TZVPD" total_charge=0 lumo_energy_ev=-0.02 largest_force_ev_per_a=10.7 spin_multiplicity=1 homo_ev=-9.002
C 1.82 -1.00 0.31 -0.5735
C -1.48 -0.43 -0.06 0.3804
C -1.55 1.17 -0.07 -0.4056
C 0.75 1.28 0.00 0.2011
H 2.86 -0.71 -0.14 0.3017
H 1.21 -2.22 0.22 0.1863
H 1.78 -0.77 1.56 0.2380
H -0.19 -2.19 -0.49 0.3582
H -1.98 1.54 -1.23 0.2257
H -2.57 1.69 0.71 0.2775
H 1.83 1.76 -0.16 0.2308
N 0.77 -0.03 -0.55 -0.1231
N -0.42 -0.95 -0.50 -0.2291
N -0.23 1.88 0.16 -0.3893
O -2.60 -1.02 0.24 -0.6791


No. 4
18
Properties=species:S:1:pos:R:3:mulliken_charge:R:1 method="wB97M-V/def2-TZVPD" total_charge=0 lumo_energy_ev=1.07 largest_force_ev_per_a=1.3 spin_multiplicity=1 smiles="C=C/C(=C/C)NC" homo_ev=-7.800
C 1.03 -0.68 2.60 -0.8401
C 0.72 -1.13 1.39 -0.4659
C 0.17 -0.34 0.28 0.8530
C 0.33 1.00 0.21 -0.3767
C -0.53 1.99 -0.51 -1.1465
N -0.62 -1.12 -0.59 -0.3155
C -0.68 -0.75 -2.00 -1.0018
H 1.45 -1.24 3.43 0.2644
H 0.73 0.34 2.84 0.2918
H 0.99 -2.15 1.16 0.1911
H 1.09 1.33 0.89 0.3792
H -1.55 2.04 -0.13 0.2521
H -0.59 1.78 -1.57 0.2980
H -0.05 2.97 -0.43 0.3413
H -0.33 -2.08 -0.48 0.2937
H 0.24 -0.31 -2.37 0.3475
H -1.48 -0.02 -2.14 0.2490
H -0.93 -1.63 -2.57 0.3857


Relative energy (zero: lowest compared OMol25 entry of this formula, charge and spin)? In order: 5.179 3.096 8.048 1.607 eV.